(1)
Below is C6H6 in the gas phase in a non-equilibrium geometry, with properties calculated with ωB97M-V/def2-TZVPD.

* DFT total energy: -6315.1829 eV
* E_HOMO: -8.8168 eV
* orbital gap: 9.04 eV
* 2S+1: 1

Last column: Löwdin charge in e.
CARTESIAN COORDINATES (ANGSTROEM)
C -1.920 -1.319 -0.091  0.11
C -0.997 -0.493 0.050  -0.12
C -0.038 0.627 -0.034  -0.37
C -0.559 1.889 0.012  0.06
C 1.354 0.227 -0.072  -0.14
C 1.884 -1.059 0.086  0.06
H -2.894 -1.835 0.046  0.05
H -1.658 1.973 0.295  0.09
H 0.107 2.857 0.077  0.10
H 2.132 0.997 -0.306  0.11
H 2.839 -1.368 -0.024  0.01
H 1.134 -1.860 0.201  0.06

***

(2)
Below is C2H4NP in the gas phase in a non-equilibrium geometry, with properties calculated with ωB97M-V/def2-TZVPD.

* DFT total energy: -12914.8320 eV
* E_HOMO: -8.1838 eV
* orbital gap: 8.66 eV
* 2S+1: 1

Last column: Löwdin charge in e.
CARTESIAN COORDINATES (ANGSTROEM)
H 1.779 -0.390 -1.743  0.07
N 1.663 -0.223 -0.724  0.09
C 0.536 0.175 -0.322  -0.45
C -0.357 0.454 0.810  -0.45
P -1.595 0.059 -0.599  0.80
H -0.145 -0.316 1.557  0.08
H -0.419 1.448 1.220  0.05
H -1.462 -1.207 -0.199  -0.19

***

(3)
Below is 3 unconnected molecules or ions with the total composition C28H68ClN6O3P2S in a non-equilibrium geometry, with properties calculated with ωB97M-V/def2-TZVPD.

* DFT total energy: -87136.2913 eV
* E_HOMO: -9.3845 eV
* charge: +1
* orbital gap: 3.87 eV
* 2S+1: 1

Last column: Löwdin charge in e.
CARTESIAN COORDINATES (ANGSTROEM)
C 1.877 3.439 -0.985  -0.14
C 0.968 2.137 -1.418  -0.27
C -0.634 2.467 -1.506  -0.21
C -1.500 2.077 -0.167  -0.21
C -0.863 2.593 1.249  -0.20
C 0.194 1.568 1.965  -0.22
C -0.439 0.067 2.302  -0.19
C -0.210 -1.012 1.055  -0.23
C -1.399 -2.127 0.917  -0.21
C -2.634 -1.728 -0.080  -0.20
C -2.215 -1.442 -1.638  -0.24
C -2.553 -2.649 -2.691  -0.19
C -1.483 -2.852 -3.909  -0.25
C -0.627 -1.527 -4.339  -0.35
S 1.119 -1.752 -3.666  0.75
Cl 1.137 -2.798 -1.848  0.42
C 2.145 -2.867 -4.830  -0.28
C 2.108 -4.388 -4.137  -0.22
O 3.206 -4.998 -3.649  -0.04
H 1.946 4.163 -1.928  0.09
H 1.453 4.009 -0.043  0.06
H 2.992 3.097 -0.740  0.09
H 1.254 1.228 -0.739  0.08
H 1.313 1.841 -2.522  0.10
H -0.733 3.606 -1.805  0.12
H -1.072 1.832 -2.406  0.09
H -2.548 2.637 -0.283  0.12
H -1.741 0.935 -0.228  0.07
H -1.773 2.750 2.000  0.12
H -0.394 3.676 1.070  0.12
H 0.434 2.038 3.035  0.12
H 1.254 1.503 1.425  0.11
H -1.556 0.164 2.637  0.12
H 0.242 -0.355 3.186  0.12
H -0.010 -0.361 0.105  0.06
H 0.793 -1.617 1.280  0.11
H -0.987 -3.182 0.614  0.09
H -1.874 -2.239 2.006  0.13
H -3.230 -0.788 0.312  0.12
H -3.427 -2.619 -0.093  0.12
H -2.866 -0.505 -1.990  0.13
H -1.105 -1.072 -1.635  0.06
H -2.642 -3.651 -2.086  0.12
H -3.635 -2.456 -3.155  0.14
H -0.780 -3.790 -3.690  0.08
H -2.110 -3.172 -4.872  0.14
H -0.509 -1.443 -5.524  0.13
H -1.121 -0.495 -4.017  0.13
H 1.710 -2.852 -5.918  0.13
H 3.271 -2.539 -4.790  0.13
H 1.104 -4.991 -4.089  0.13
O -3.011 -5.929 0.594  -0.33
P -2.075 -6.910 1.341  0.76
N -1.944 -7.914 -0.059  -0.31
C -1.694 -9.349 -0.119  -0.13
C -1.279 -7.283 -1.207  -0.15
N -3.379 -7.518 2.300  -0.36
C -3.997 -8.817 2.082  -0.14
C -4.431 -6.559 2.659  -0.15
N -0.998 -8.037 2.200  -0.27
C -1.086 -8.016 3.678  -0.12
C 0.418 -7.713 1.906  -0.14
H -0.653 -9.607 0.102  0.07
H -1.913 -9.736 -1.122  0.09
H -2.328 -9.931 0.541  0.05
H -0.191 -7.365 -1.139  0.06
H -1.520 -6.219 -1.291  0.05
H -1.599 -7.744 -2.149  0.08
H -4.422 -8.903 1.076  0.09
H -4.800 -9.009 2.804  0.08
H -3.284 -9.621 2.262  0.06
H -5.144 -6.415 1.836  0.08
H -4.002 -5.588 2.925  0.07
H -4.994 -6.896 3.537  0.08
H -1.004 -6.995 4.066  0.09
H -0.291 -8.624 4.128  0.09
H -2.014 -8.458 4.048  0.08
H 0.668 -6.700 2.240  0.08
H 0.637 -7.775 0.840  0.06
H 1.094 -8.425 2.393  0.09
O 1.249 6.721 0.783  -0.34
P 1.827 8.153 0.898  0.77
N 2.368 8.107 -0.743  -0.31
C 3.493 8.815 -1.341  -0.14
C 1.295 8.025 -1.741  -0.15
N 3.133 7.609 1.893  -0.35
C 4.500 7.466 1.416  -0.14
C 2.842 6.496 2.805  -0.15
N 2.493 9.798 1.029  -0.27
C 2.804 10.263 2.400  -0.13
C 1.515 10.785 0.514  -0.14
H 3.293 9.882 -1.489  0.07
H 3.733 8.396 -2.326  0.09
H 4.416 8.726 -0.776  0.05
H 0.889 9.012 -1.980  0.06
H 0.460 7.405 -1.400  0.07
H 1.655 7.568 -2.670  0.08
H 4.569 6.760 0.581  0.09
H 5.170 7.115 2.210  0.08
H 4.914 8.432 1.131  0.06
H 2.876 5.529 2.286  0.07
H 1.855 6.612 3.264  0.07
H 3.562 6.460 3.631  0.08
H 1.955 10.109 3.074  0.09
H 3.064 11.328 2.406  0.09
H 3.680 9.763 2.823  0.07
H 0.586 10.759 1.093  0.08
H 1.261 10.600 -0.529  0.06
H 1.926 11.801 0.548  0.09

***

(4)
Below is C3H8N2S in the gas phase in a non-equilibrium geometry, with properties calculated with ωB97M-V/def2-TZVPD.

* DFT total energy: -17054.9973 eV
* E_HOMO: -8.7722 eV
* orbital gap: 9.50 eV
* 2S+1: 1

Last column: Löwdin charge in e.
CARTESIAN COORDINATES (ANGSTROEM)
C 2.313 -0.675 -0.011  -0.16
N 1.101 0.045 -0.211  -0.02
C 0.009 -0.585 -0.302  -0.32
N -1.207 0.048 -0.304  -0.55
C -1.203 1.531 -0.071  -0.10
S -2.620 -0.898 -0.141  0.78
H 2.796 -0.362 0.945  0.08
H 2.174 -1.734 0.051  0.05
H 3.035 -0.506 -0.813  0.07
H -0.156 -1.639 -0.309  0.09
H -0.284 1.930 -0.449  0.05
H -1.137 1.801 1.014  0.10
H -2.021 1.968 -0.598  0.06
H -2.799 -0.923 1.199  -0.14

***

(5)
Below is a molecular structure, C18H15I2N4RuSSe, with properties calculated with ωB97M-V/def2-TZVPD.

* DFT total energy: -119806.2124 eV
* expectation value of S²: 6.043
* E_HOMO (spin up / spin down): -17.3386 / -17.2490 eV
* charge: +3
* orbital gap (spin up / spin down): 7.45 / 5.61 eV
* 2S+1: 5

Last column: Löwdin spin population.
CARTESIAN COORDINATES (ANGSTROEM)
Ru -0.873 -0.250 0.036  1.96
N -0.200 -1.968 -4.016  0.14
C -0.752 -1.309 -5.109  0.11
C -0.809 -1.933 -6.348  -0.01
C -1.355 -1.249 -7.416  0.09
C -1.852 0.059 -7.266  0.05
C -1.809 0.686 -6.045  0.01
C -1.261 0.001 -4.949  0.14
S -1.233 0.775 -3.426  0.35
N -0.560 -0.319 -2.388  0.18
C -0.126 -1.492 -2.760  0.02
C 0.477 -2.362 -1.713  0.00
C 1.344 -3.395 -2.011  0.00
C 1.851 -4.178 -0.977  0.00
C 1.462 -3.899 0.319  0.00
C 0.613 -2.826 0.546  0.01
N 0.140 -2.059 -0.441  0.02
H 0.127 -2.911 -4.183  0.00
H -0.424 -2.937 -6.476  0.00
H -1.402 -1.726 -8.386  0.00
H -2.271 0.572 -8.121  0.00
H -2.193 1.691 -5.922  0.00
H 1.662 -3.592 -3.026  0.00
H 2.539 -4.985 -1.190  0.00
H 1.814 -4.487 1.156  0.00
H 0.302 -2.567 1.551  0.00
I 1.515 1.095 0.572  0.01
C 0.329 2.647 1.412  0.00
I -1.701 2.054 1.176  0.04
H 0.498 3.567 0.864  0.00
H 0.553 2.740 2.469  0.00
Se -3.046 -1.185 -0.396  0.59
C -3.574 -2.008 1.200  0.08
C -4.622 -2.930 1.123  0.08
C -5.019 -3.551 2.301  -0.01
N -4.463 -3.301 3.481  0.08
C -3.473 -2.409 3.545  -0.01
C -2.984 -1.736 2.440  0.06
H -5.117 -3.155 0.187  0.00
H -5.823 -4.278 2.293  0.00
H -3.060 -2.226 4.530  0.00
H -2.186 -1.012 2.549  0.01

***

(6)
Below is a molecular structure, C45H34AsF5NO3PtS2 in a non-equilibrium geometry, with properties calculated with ωB97M-V/def2-TZVPD.

* DFT total energy: -154183.4439 eV
* expectation value of S²: 6.045
* E_HOMO (spin up / spin down): -9.8437 / -11.0225 eV
* charge: +1
* orbital gap (spin up / spin down): 7.59 / 5.81 eV
* 2S+1: 5

Last column: Löwdin spin population.
CARTESIAN COORDINATES (ANGSTROEM)
Pt 8.312 -17.864 7.241  1.57
S 7.164 -19.737 8.271  0.73
C 8.350 -20.490 9.210  0.06
C 7.972 -21.808 9.679  0.12
C 8.859 -22.581 10.376  -0.01
C 10.142 -22.083 10.582  0.13
C 10.530 -20.777 10.213  0.01
C 9.648 -19.963 9.520  0.09
As 10.243 -18.202 8.900  0.15
C 10.600 -17.019 10.397  0.02
C 10.494 -17.427 11.685  0.00
C 10.794 -16.544 12.714  0.00
C 11.141 -15.247 12.405  0.00
C 11.192 -14.823 11.076  0.00
C 10.857 -15.700 10.088  0.00
C 12.064 -18.542 8.429  0.04
C 12.362 -19.446 7.390  0.01
C 13.685 -19.865 7.225  0.00
C 14.678 -19.289 8.008  0.01
C 14.367 -18.403 9.048  0.00
C 13.068 -18.040 9.233  0.01
H 6.979 -22.117 9.322  0.01
H 8.624 -23.568 10.713  0.00
H 10.845 -22.764 11.054  0.01
H 11.523 -20.388 10.548  0.00
H 10.260 -18.445 11.892  0.00
H 10.749 -16.830 13.743  0.00
H 11.443 -14.526 13.142  0.00
H 11.453 -13.796 10.837  0.00
H 10.973 -15.410 9.063  0.00
H 11.638 -19.889 6.755  0.00
H 13.963 -20.541 6.434  0.00
H 15.700 -19.641 7.907  0.00
H 15.146 -18.017 9.689  0.00
H 12.877 -17.411 10.094  0.00
F 7.390 -17.518 12.905  0.01
C 7.122 -16.960 11.700  0.01
C 7.614 -17.589 10.582  0.06
C 7.441 -17.061 9.339  0.39
C 6.627 -15.925 9.171  0.04
C 6.154 -15.278 10.331  0.01
F 5.414 -14.154 10.273  0.01
C 6.360 -15.811 11.614  -0.01
C 6.363 -15.408 7.834  0.01
C 5.468 -14.432 7.500  0.00
C 5.282 -14.093 6.183  0.00
C 5.980 -14.765 5.204  0.00
C 6.833 -15.763 5.569  0.02
N 7.008 -16.109 6.846  0.13
H 8.163 -18.521 10.703  0.01
H 5.904 -15.348 12.475  0.00
H 4.919 -13.909 8.278  0.00
H 4.591 -13.276 5.974  0.00
H 5.818 -14.522 4.151  0.00
H 7.322 -16.364 4.886  0.00
F 9.295 -21.008 3.555  0.00
C 8.151 -20.889 4.244  0.01
F 7.974 -22.035 4.878  0.00
F 7.161 -20.675 3.405  0.00
C 8.188 -19.726 5.281  0.02
O 9.208 -19.630 6.016  0.13
O 7.214 -19.027 5.365  0.08
O 9.531 -16.533 5.642  0.08
S 10.755 -17.036 4.833  0.01
C 10.195 -17.534 3.161  0.00
C 9.378 -16.549 2.427  0.00
C 9.997 -15.623 1.616  0.00
C 9.259 -14.689 0.946  0.00
C 7.864 -14.719 1.048  0.00
C 7.211 -15.760 1.764  0.00
C 7.978 -16.625 2.523  0.00
C 11.556 -15.469 4.374  0.01
C 12.153 -14.952 5.620  0.00
C 11.460 -13.981 6.338  0.00
C 12.002 -13.533 7.558  0.00
C 13.288 -13.911 7.966  0.00
C 14.002 -14.813 7.192  0.00
C 13.406 -15.409 6.102  0.00
H 9.645 -18.497 3.261  0.00
H 11.125 -17.785 2.640  0.00
H 11.068 -15.673 1.563  0.00
H 9.720 -13.948 0.277  0.00
H 7.242 -14.067 0.445  0.00
H 6.127 -15.872 1.701  0.00
H 7.538 -17.447 3.090  0.00
H 10.774 -14.803 4.004  0.00
H 12.269 -15.787 3.647  0.00
H 10.498 -13.596 6.027  0.00
H 11.490 -12.810 8.179  0.00
H 13.735 -13.532 8.827  0.00
H 15.027 -15.078 7.476  0.00
H 13.945 -16.148 5.534  0.00